1.
Entry from OMol25: a 14-piece molecular cluster, C22H19BCl52NO3PS2 overall in a non-equilibrium geometry (ωB97M-V with the def2-TZVPD basis set).

Structure (XYZ):
```
101
C22H19BCl52NO3PS2 | OMol25 | ωB97M-V with the def2-TZVPD basis set
C -4.6220 1.0871 4.1822
O -4.0485 1.2871 2.8968
B -4.7255 1.1018 1.7346
O -6.1019 1.2588 1.6766
P -3.6843 0.5201 0.2271
C -2.3713 1.8127 -0.0045
C -1.1279 1.6939 0.9061
C -0.9238 0.3460 1.5950
S 0.8627 0.1083 1.8199
C 0.8252 -1.6111 2.3367
S 1.0310 -2.7885 1.2253
N 0.7894 -1.8403 3.6888
C 0.2633 -0.8432 4.6204
C -1.2628 -1.0276 4.8054
O -1.8007 -1.8292 3.7745
C -1.2806 -3.1479 3.7948
C 0.2206 -3.1330 4.1023
H -4.4824 1.9819 4.7874
H -4.1057 0.2452 4.6424
H -5.6885 0.8762 4.1068
H -6.6219 0.4492 1.6136
H -4.5327 0.8672 -0.8371
H -2.8050 2.7998 0.1544
H -2.0932 1.7688 -1.0587
H -1.1987 2.4677 1.6736
H -0.2403 1.9273 0.3115
H -1.3004 -0.4847 0.9985
H -1.4145 0.3342 2.5636
H 0.7494 -1.0213 5.5809
H 0.5242 0.1621 4.3084
H -1.4914 -1.4589 5.7890
H -1.7738 -0.0663 4.7465
H -1.7833 -3.7462 4.5664
H -1.5071 -3.5805 2.8229
H 0.3802 -3.2043 5.1805
H 0.7540 -3.9620 3.6440
C 3.8108 3.1274 1.0706
Cl 4.0419 1.9790 2.3909
Cl 4.7996 4.5607 1.3519
Cl 4.2774 2.3667 -0.4507
Cl 2.1058 3.5862 0.9820
C 5.5858 -0.6414 -3.1820
Cl 4.9256 0.9976 -3.2814
Cl 4.4843 -1.6554 -2.2514
Cl 5.7610 -1.2996 -4.8118
Cl 7.1594 -0.5864 -2.3854
C -8.6062 1.3992 -1.3068
Cl -7.3285 0.5510 -2.1843
Cl -7.9584 2.8606 -0.5787
Cl -9.9146 1.8036 -2.4179
Cl -9.2327 0.3366 -0.0309
C 6.4666 0.9346 -8.0662
Cl 5.6410 -0.6177 -8.2636
Cl 6.2332 1.4759 -6.4080
Cl 8.1882 0.7435 -8.4013
Cl 5.7704 2.1069 -9.1875
C -12.9521 3.8590 -4.5441
Cl -11.7206 3.0535 -5.5199
Cl -12.2729 5.3188 -3.8237
Cl -14.3184 4.3012 -5.5799
Cl -13.4905 2.7688 -3.2678
C -18.0062 2.2027 -2.7761
Cl -16.8710 2.7868 -3.9907
Cl -19.2573 1.2246 -3.5462
Cl -17.1343 1.2162 -1.5939
Cl -18.7536 3.5753 -1.9553
C 3.5832 -4.5826 -5.7601
Cl 2.8597 -3.6508 -4.4542
Cl 4.1754 -3.4494 -6.9834
Cl 4.9435 -5.5153 -5.1393
Cl 2.3913 -5.6664 -6.4807
C 2.1250 1.3864 -6.4065
Cl 2.8539 0.0864 -5.4612
Cl 3.0435 2.8784 -6.1728
Cl 2.1495 0.9482 -8.1169
Cl 0.4568 1.6347 -5.8849
C 1.0900 1.7213 7.8415
Cl 0.8166 0.0029 8.1616
Cl 0.7093 2.6511 9.2892
Cl 2.7747 1.9706 7.3927
Cl 0.0471 2.2475 6.5143
C 8.2683 7.1011 0.1377
Cl 9.8533 6.9341 0.8940
Cl 7.0146 7.0421 1.3827
Cl 8.1786 8.6445 -0.7119
Cl 8.0134 5.7793 -1.0033
C 7.3884 -5.4759 -8.6761
Cl 7.9763 -5.6118 -7.0174
Cl 7.2463 -3.7682 -9.1064
Cl 8.5280 -6.2654 -9.7711
Cl 5.8111 -6.2551 -8.8110
C 4.8610 -3.9897 4.6295
Cl 4.7039 -4.4911 6.3243
Cl 5.0305 -5.4261 3.6198
Cl 3.4224 -3.0932 4.1567
Cl 6.2858 -2.9696 4.4503
C 9.7089 -4.9019 7.2407
Cl 10.3768 -4.3944 5.6854
Cl 10.2663 -6.5349 7.6146
Cl 10.2527 -3.7926 8.5031
Cl 7.9486 -4.8805 7.1526
```

DFT total energy = -26222.6001 Ha
E_LUMO = -0.04 eV

Atom charges from the Löwdin analysis, given in e for atoms 1 to 99: -0.050 -0.029 -0.843 0.052 0.987 -0.412 -0.323 -0.486 0.846 -1.084 0.671 -0.214 -0.183 -0.184 -0.141 -0.171 -0.212 0.095 0.082 0.087 0.082 -0.092 0.071 0.070 0.107 0.058 0.054 0.055 0.075 0.065 0.126 0.103 0.126 0.115 0.120 0.075 -2.043 0.522 0.503 0.503 0.535 -2.018 0.458 0.531 0.465 0.548 -2.053 0.528 0.555 0.508 0.524 -2.035 0.475 0.490 0.542 0.532 -2.053 0.521 0.531 0.508 0.503 -2.060 0.488 0.525 0.516 0.525 -2.043 0.515 0.467 0.519 0.539 -2.035 0.481 0.513 0.523 0.534 -2.054 0.538 0.535 0.537 0.540 -2.062 0.526 0.496 0.526 0.523 -2.055 0.514 0.501 0.528 0.515 -2.040 0.497 0.536 0.598 0.522 -2.062 0.519 0.522



2.
Entry from OMol25: a 2-piece molecular cluster, C17H30N2O5PS overall in a non-equilibrium geometry (ωB97M-V with the def2-TZVPD basis set).

Structure (XYZ):
```
56
C17H30N2O5PS | OMol25 | ωB97M-V with the def2-TZVPD basis set
C 0.6786 3.9797 2.9493
O -0.4449 3.9955 2.0928
C -0.8973 2.7206 1.7161
C 0.1310 1.9354 0.8858
C 0.2408 2.2570 -0.4400
P -0.8478 3.5504 -1.2386
C 0.1901 5.0120 -1.6333
O -1.2922 2.9812 -2.7323
C 1.2110 1.5669 -1.1881
O 1.4040 1.8010 -2.4966
C 1.9974 0.5712 -0.6143
N 2.9762 -0.1136 -1.4107
C 4.1032 0.0282 -0.9371
S 5.3552 0.0605 -0.0083
C 1.7898 0.2905 0.7126
O 2.4952 -0.6990 1.2813
N 0.8879 0.9710 1.4534
C 0.7522 0.5736 2.8686
C -0.2776 -0.5973 2.9500
O 0.2329 -1.6595 3.7283
H 1.5695 3.4990 2.5135
H 0.9429 5.0256 3.1304
H 0.4823 3.5272 3.9326
H -1.7466 2.8781 1.0437
H -1.2956 2.1308 2.5557
H -0.1703 5.4791 -2.5565
H 0.0795 5.7655 -0.8464
H 1.2677 4.8080 -1.7032
H -1.5808 2.0618 -2.6613
H 1.7923 2.6767 -2.6383
H 3.1607 -0.3237 1.8809
H 1.7003 0.2862 3.3197
H 0.3469 1.3717 3.4837
H -1.2530 -0.2250 3.2911
H -0.4378 -0.9658 1.9231
H -0.5309 -2.0637 4.1559
C -3.4546 -3.4472 -2.4807
C -2.4925 -4.2455 -1.6064
C -1.8921 -3.4300 -0.4629
C -1.0400 -2.2369 -0.8960
C 0.1408 -2.5721 -1.8057
C 1.1671 -3.4913 -1.1509
H -2.9516 -2.6197 -2.9850
H -3.8856 -4.0867 -3.2515
H -4.2753 -3.0400 -1.8862
H -1.7000 -4.6716 -2.2273
H -3.0329 -5.0923 -1.1769
H -1.2946 -4.0941 0.1685
H -2.7036 -3.0625 0.1746
H -0.6602 -1.7371 0.0053
H -1.6744 -1.5004 -1.4012
H 0.6413 -1.6366 -2.0780
H -0.2114 -3.0176 -2.7388
H 1.5580 -3.0493 -0.2300
H 2.0085 -3.6604 -1.8244
H 0.7403 -4.4654 -0.9097
```

Charge = +1
DFT total energy = -1890.7234 Ha
E_LUMO = -3.91 eV
Relative energy (zero: lowest compared OMol25 entry of this formula, charge and spin) = 0.00 kcal/mol

Charges computed using Löwdin, reported in e: -0.091 -0.145 -0.185 -0.147 -0.178 0.954 -0.234 -0.287 -0.224 0.099 -0.111 0.143 -0.686 0.852 -0.235 0.096 0.077 -0.051 -0.205 -0.029 0.093 0.104 0.095 0.092 0.128 0.057 0.045 0.039 0.060 0.138 0.126 0.139 0.104 0.130 0.104 0.103 -0.108 -0.263 -0.225 -0.231 -0.259 -0.096 0.063 0.074 0.076 0.102 0.109 0.105 0.110 0.074 0.099 0.085 0.106 0.064 0.076 0.072



3.
Entry from OMol25: a 2-piece molecular cluster, C3H8N2O overall in a non-equilibrium geometry (ωB97M-V with the def2-TZVPD basis set).

Structure (XYZ):
```
14
C3H8N2O | OMol25 | ωB97M-V with the def2-TZVPD basis set
O 1.5595 2.4835 -1.3604
C 2.0225 1.5355 -0.7914
C 1.8234 1.2729 0.7043
H 2.3096 0.6265 -1.3505
H 1.0313 0.5474 0.8611
H 2.8180 0.9191 0.9942
H 1.6863 2.2369 1.1973
N -2.0856 -1.5836 -1.0862
C -1.8793 -1.6007 0.2831
N -2.0481 -0.5046 0.9236
H -1.5787 -2.1539 -1.7421
H -2.0878 -0.5751 -1.2434
H -1.3925 -2.4824 0.7013
H -2.1786 -0.7213 1.9089
```

DFT total energy = -303.8127 Ha
E_LUMO = 0.80 eV
SMILES = [H]/N=C/N.CC=O
Relative energy (zero: lowest compared OMol25 entry of this formula, charge and spin) = 49.81 kcal/mol

Charges computed using Löwdin, reported in e: 0.042 -0.324 -0.051 0.109 0.065 0.070 0.078 0.056 -0.390 0.038 0.078 0.088 0.111 0.031



4.
Entry from OMol25: a 2-piece molecular cluster, CH8NO overall in a non-equilibrium geometry (ωB97M-V with the def2-TZVPD basis set).

Structure (XYZ):
```
11
CH8NO | OMol25 | ωB97M-V with the def2-TZVPD basis set
N 1.2607 1.0148 -0.4583
H 0.3079 0.6993 0.2128
H 1.5274 1.7798 0.1497
H 1.2168 1.5199 -1.3002
H 2.0725 0.3721 -0.4640
C -0.9019 -1.1603 0.0620
O -0.7956 0.0916 0.9973
H -0.1917 -1.9888 0.4691
H -0.8179 -0.7769 -0.9717
H -1.9364 -1.6721 -0.0491
H -1.7417 0.1207 1.3523
```

Expectation value of S² = 0.750
DFT total energy = -172.7075 Ha
2S+1 = 2
E_LUMO (spin up / spin down) = 0.76 / 0.44 eV
Relative energy (zero: lowest compared OMol25 entry of this formula, charge and spin) = 36.96 kcal/mol

Charges computed using Löwdin, reported in e: -0.012 0.097 0.005 -0.016 0.017 -0.171 -0.268 0.100 0.048 0.088 0.113



5.
Entry from OMol25: a 13-piece molecular cluster, C2H27O14 overall in a non-equilibrium geometry (ωB97M-V with the def2-TZVPD basis set).

Structure (XYZ):
```
43
C2H27O14 | OMol25 | ωB97M-V with the def2-TZVPD basis set
C 0.8351 -0.1544 -0.2855
C -0.6659 -0.3388 -0.2251
O -1.1057 -1.1823 0.6183
O -1.3794 0.4759 -0.8581
H 1.3133 -0.6989 0.5262
H 1.1532 0.8835 -0.3109
H 1.1133 -0.6576 -1.2189
O -2.8912 0.6363 2.0316
H -2.7495 1.5695 1.8394
H -2.5585 0.1701 1.2416
O 1.2989 -2.2919 2.2910
H 1.5353 -2.5825 3.1766
H 0.5234 -1.7252 2.4034
O -2.2013 -3.2078 -1.2298
H -1.4621 -3.8036 -1.3735
H -1.8388 -2.5129 -0.6491
O 1.1262 -3.6552 -0.2175
H 0.4028 -4.2534 -0.0133
H 1.1844 -3.0822 0.5628
O -0.9018 3.1651 -0.1780
H -1.1870 2.2604 -0.4168
H -0.5781 3.0573 0.7273
O -0.1640 1.9844 2.4269
H -0.5189 1.1145 2.1887
H 0.5068 1.8213 3.0953
O -2.3668 -3.1652 2.2579
H -1.8505 -3.9604 2.4140
H -1.7656 -2.5631 1.7844
O 0.2246 0.5767 -3.6608
H 0.8601 1.0829 -3.1427
H -0.4516 0.3171 -3.0191
O 2.1483 3.6859 -0.5988
H 1.3207 3.5860 -1.0946
H 2.7881 4.0269 -1.2342
O 3.0900 1.1718 -2.3729
H 3.2635 0.4044 -2.9280
H 3.4398 0.9332 -1.5017
O -4.0907 0.4936 -2.0522
H -4.6331 0.0217 -1.4140
H -3.1982 0.4484 -1.6742
O 3.8336 1.8571 0.5737
H 3.3687 1.5982 1.3737
H 3.2287 2.4935 0.1367
```

Charge = -1
DFT total energy = -1145.9069 Ha
E_LUMO = 2.17 eV
Relative energy (zero: lowest compared OMol25 entry of this formula, charge and spin) = 0.00 kcal/mol

Charges computed using Löwdin, reported in e: -0.003 -0.678 -0.096 -0.056 0.055 0.061 0.087 -0.065 0.026 0.005 -0.052 0.055 0.038 -0.064 0.009 -0.007 -0.066 0.020 -0.018 -0.076 0.000 -0.003 -0.044 0.026 0.045 -0.068 0.018 -0.017 -0.068 -0.003 0.016 -0.055 0.049 0.059 -0.064 0.047 0.017 -0.078 0.024 -0.011 -0.079 0.029 -0.017



6.
Entry from OMol25: a 2-piece molecular cluster, C3H3O4 overall in a non-equilibrium geometry (ωB97M-V with the def2-TZVPD basis set).

Structure (XYZ):
```
10
C3H3O4 | OMol25 | ωB97M-V with the def2-TZVPD basis set
C 1.6695 -0.8494 -0.3309
C 0.0289 0.5032 -0.4438
C -0.9638 -0.3824 -0.0635
O -0.9560 -1.6321 0.0200
O -2.2504 0.3093 0.1506
O 2.3562 -1.1691 0.6152
O 0.0929 1.7359 0.0953
H 1.5428 -1.5366 -1.3006
H 0.6490 1.7357 0.8861
H -2.1692 1.2854 0.3716
```

Charge = -1
DFT total energy = -416.9872 Ha
E_LUMO = 3.86 eV
Relative energy (zero: lowest compared OMol25 entry of this formula, charge and spin) = 88.83 kcal/mol

Charges computed using Löwdin, reported in e: -0.160 -0.226 -0.582 -0.065 -0.065 -0.072 -0.086 0.084 0.088 0.085